#1
A 3-piece molecular cluster, C4H16N3O overall, computed with ωB97M-V/def2-TZVPD.

The value obtained for the HOMO-LUMO gap is 4.7069 eV. The HOMO energy is -13.8 eV. As for the net charge: +1. Its LUMO energy is -9.05 eV.

Structure (XYZ):
```
24
Properties=species:S:1:pos:R:3:lowdin_charge:R:1
N 0.26605 0.60856 -0.23197 0.33
C -0.52683 -0.49781 -0.50540 -0.36
C -0.79226 -1.27481 0.79372 -0.15
C 0.52804 -1.83216 1.32354 -0.21
N 1.14432 -2.63230 0.21745 0.05
C -1.90217 -0.09110 -1.15752 -0.13
N -1.72714 0.72554 -2.39933 0.04
H 1.90176 -2.08139 -0.16940 0.08
H 5.12952 4.90191 -0.32725 0.00
H 0.68067 0.89869 -1.13159 0.14
H 0.01216 -1.16987 -1.24128 0.21
H -1.26677 -0.50899 1.39961 0.10
H -1.46798 -2.12599 0.56503 0.14
H 1.20934 -0.99468 1.38971 0.10
H 0.42288 -2.37804 2.25072 0.13
H 5.07654 4.39224 0.19143 0.00
H 1.53648 -3.54980 0.37802 0.09
H -2.52507 0.43777 -0.44636 0.14
H -2.41455 -0.98702 -1.46011 0.13
H -2.54117 1.34367 -2.38438 0.10
H -0.98057 1.39637 -2.21341 0.06
H -0.79519 2.51732 2.12422 0.07
H -0.15484 1.30761 1.18025 -0.03
O -0.81322 1.59428 1.85429 -0.02
```

#2
A 2-piece molecular cluster, C4H16N3O overall, computed with ωB97M-V/def2-TZVPD.

The value obtained for the HOMO-LUMO gap is 9.9279 eV. The HOMO energy is -12.9 eV. As for the net charge: +1. Its LUMO energy is -3.02 eV.

Structure (XYZ):
```
24
Properties=species:S:1:pos:R:3:lowdin_charge:R:1
C 2.38840 -0.99107 -0.53982 -0.22
O 1.41371 -1.82953 0.11275 -0.10
C 1.70154 0.15253 -1.22948 -0.31
N 2.69045 0.92808 -1.93454 0.02
H 3.08908 -0.59786 0.21023 0.13
H 2.95232 -1.57251 -1.25802 0.13
H 1.88426 -2.45117 0.69357 0.12
H 0.97644 -0.22979 -1.95800 0.11
H 1.09976 0.72513 -0.49973 0.11
H 3.30602 1.39192 -1.27851 0.08
H 2.25658 1.64772 -2.49652 0.08
N -1.18807 -1.08808 -0.13293 0.18
C -1.60441 -0.36034 1.11974 -0.14
C -2.36104 0.90684 0.76480 -0.28
N -2.57228 1.68738 1.97428 0.01
H -1.87247 -1.78105 -0.43881 0.17
H -1.06596 -0.42321 -0.89673 0.14
H -0.26886 -1.56707 -0.03442 0.10
H -2.16125 -1.05320 1.72845 0.13
H -0.68605 -0.14086 1.66968 0.13
H -1.79109 1.44496 -0.00895 0.11
H -3.34146 0.64355 0.36143 0.13
H -1.69424 2.06599 2.30685 0.08
H -3.15138 2.49166 1.76470 0.08
```

Most stable to least stable, the ends of the list are #2 and #1.

#1
An isolated ion of composition C4H9N2 and charge +1, computed with ωB97M-V/def2-TZVPD.

The value obtained for the HOMO-LUMO gap is 9.4405 eV. The HOMO energy is -13.1 eV. As for the net charge: +1. Its LUMO energy is -3.69 eV.

Structure (XYZ):
```
15
Properties=species:S:1:pos:R:3:lowdin_charge:R:1
C 1.39133 0.83707 0.41160 0.08
C 1.42220 -0.52558 -0.26926 -0.11
C -1.13218 -0.68358 0.56966 -0.11
C -0.53997 0.92964 -0.55476 -0.03
N -1.75817 0.52731 0.05878 0.05
N -0.09740 -0.54638 -0.51029 -0.09
H 1.00241 0.64697 1.41763 0.08
H 1.95361 1.60813 0.06973 0.05
H 1.91883 -0.52236 -1.29101 0.15
H 1.75716 -1.37768 0.37961 0.14
H -0.55569 -0.58902 1.58553 0.16
H -1.72785 -1.62833 0.42815 0.15
H -0.62352 1.50768 -1.45139 0.13
H -2.54828 1.12863 0.28936 0.16
H -0.46247 -1.31249 -1.13333 0.20
```

#2
A 2-piece molecular cluster, C4H9N2 overall, computed with ωB97M-V/def2-TZVPD.

The value obtained for the HOMO-LUMO gap (alpha / beta) is 8.3061 / 8.3487 eV. The HOMO energy (alpha / beta) is -13.9 / -14.0 eV. As for the net charge: +1. Its LUMO energy (alpha / beta) is -5.60 / -5.66 eV.

Structure (XYZ):
```
15
Properties=species:S:1:pos:R:3:lowdin_charge:R:1
C 0.22019 -2.41095 -0.03752 0.36
C -0.93644 -0.66814 -0.20817 -0.02
C -0.16723 1.49190 0.86740 0.05
C -0.34424 0.21192 -1.23532 -0.01
N 1.42246 -0.12069 0.39717 0.14
N 0.15465 0.27845 0.13622 -0.35
H -0.04844 -3.18416 -0.75839 -0.04
H 0.15637 1.41855 1.91137 0.13
H 0.18403 2.38337 0.33525 0.13
H -1.19048 1.53347 0.84449 0.08
H 0.10335 -0.15208 -2.12567 0.13
H -1.83864 -0.84412 0.26424 0.10
H -0.97741 1.06564 -1.46225 0.14
H 1.45257 -0.37411 1.35405 0.12
H 1.80926 -0.62905 -0.28288 0.05
```

#3
A 2-piece molecular cluster, C4H9N2 overall, computed with ωB97M-V/def2-TZVPD.

The value obtained for the HOMO-LUMO gap is 10.4769 eV. The HOMO energy is -15.1 eV. As for the net charge: +1. Its LUMO energy is -4.67 eV.

Structure (XYZ):
```
15
Properties=species:S:1:pos:R:3:lowdin_charge:R:1
C 1.40876 -1.37521 0.42234 0.05
C -1.18057 1.77150 -0.34706 0.00
C -2.34911 2.43624 -1.06930 0.00
C 2.96073 -3.18892 1.41924 -0.08
N 2.11837 -2.22942 0.74514 -0.09
N -1.12788 0.46584 -0.44592 0.21
H -0.28243 -0.16479 -0.14881 0.07
H -0.45774 2.42057 0.13285 0.15
H -3.08666 1.64072 -1.24337 0.10
H -1.87851 2.68169 -2.00175 0.10
H -2.78774 3.28402 -0.69155 0.07
H 3.95501 -3.24259 1.04242 0.07
H 2.85856 -3.15784 2.57738 0.13
H 2.43541 -4.19065 1.12854 0.12
H -1.85522 -0.06701 -0.77088 0.10
```

#4
An isolated ion of composition C4H9N2 and charge +1, computed with ωB97M-V/def2-TZVPD.

The value obtained for the HOMO-LUMO gap is 9.5374 eV. The HOMO energy is -13.8 eV. As for the net charge: +1. Its LUMO energy is -4.27 eV. The SMILES is CC1=[N+](CN)C1.

Structure (XYZ):
```
15
Properties=species:S:1:pos:R:3:lowdin_charge:R:1
C -2.29877 0.61634 0.00769 0.03
C -1.08837 -0.12510 -0.01164 -0.20
N 0.17319 -0.10139 -0.07336 0.10
C 1.44477 0.71955 0.06779 -0.15
N 2.67829 -0.03773 0.16501 0.05
C -0.45537 -1.43177 -0.03475 0.05
H -2.46039 0.69089 1.09188 0.12
H -3.23946 0.13424 -0.50033 0.16
H -2.01152 1.65812 -0.36704 0.14
H 1.46746 1.55736 -0.64840 0.13
H 1.23342 1.28360 0.99396 0.14
H 2.82227 -0.63233 -0.60526 0.06
H 3.54203 0.35099 0.46536 0.09
H -0.13888 -2.04861 0.95152 0.18
H -0.39232 -2.00278 -0.95028 0.11
```

Most stable to least stable, the ends of the list are #3 and #2.

#1
An isolated ion of composition C4H9N2 and charge +1, computed with ωB97M-V/def2-TZVPD.

The value obtained for the HOMO-LUMO gap (alpha / beta) is 9.6696 / 8.6182 eV. The HOMO energy (alpha / beta) is -14.4 / -13.5 eV. As for the net charge: +1. Its LUMO energy (alpha / beta) is -4.70 / -4.93 eV.

Structure (XYZ):
```
15
Properties=species:S:1:pos:R:3:lowdin_charge:R:1
C 2.11302 0.25713 -0.21930 -0.25
C 1.09224 -0.87588 -0.24863 -0.09
C -0.66823 0.59005 0.80443 -0.09
C -1.32790 1.08500 -0.40231 -0.06
N 1.98051 1.32609 0.35367 0.24
N 0.05783 -0.65802 0.82057 0.04
H 2.99247 0.01106 -0.82335 0.13
H 0.61181 -0.87886 -1.23094 0.13
H 1.57726 -1.84095 -0.09303 0.14
H -0.80651 1.06660 1.75751 0.13
H -0.75309 0.91312 -1.31100 0.08
H -1.50123 2.15471 -0.30139 0.10
H -2.31839 0.62606 -0.53831 0.11
H -0.58559 -1.46167 0.73145 0.20
H 0.53513 -0.72680 1.73009 0.19
```

#2
A 2-piece molecular cluster, C4H9N2 overall, computed with ωB97M-V/def2-TZVPD.

The value obtained for the HOMO-LUMO gap is 9.3882 eV. The HOMO energy is -13.9 eV. As for the net charge: +1. Its LUMO energy is -4.49 eV.

Structure (XYZ):
```
15
Properties=species:S:1:pos:R:3:lowdin_charge:R:1
C 0.76704 -2.40995 -2.82044 0.08
C 0.32159 -1.77617 -1.75239 0.00
C -0.70637 -0.36657 0.25652 -0.09
C -0.36343 -1.58763 -0.57169 -0.05
N -0.13376 0.77259 0.32765 0.16
N -0.06729 2.56740 2.13521 0.09
H 0.22398 -2.75367 -3.67079 0.08
H 1.77839 -2.39528 -3.08158 0.06
H -1.40584 -0.59769 0.99332 0.11
H -0.77409 -2.35549 0.13558 0.12
H 0.70050 0.98440 -0.22281 0.15
H -0.31114 1.44881 1.21352 0.05
H -0.94932 2.83931 2.49653 0.07
H 0.27112 3.44593 1.83865 0.07
H 0.64864 2.18401 2.72271 0.08
```

Most stable to least stable, the ends of the list are #2 and #1.

#1
C4H9N2 as an isolated structure, computed with ωB97M-V/def2-TZVPD.

The value obtained for the HOMO-LUMO gap is 10.1238 eV. The HOMO energy is -14.6 eV. As for the net charge: +1. Its LUMO energy is -4.51 eV.

Structure (XYZ):
```
15
Properties=species:S:1:pos:R:3:lowdin_charge:R:1
C -0.88753 -0.12888 -0.21838 -0.25
C 1.05477 0.16174 -0.25850 -0.30
C -2.39368 -0.08776 -0.23349 0.05
C 2.27593 -0.10213 -0.67354 0.15
N -0.11021 0.89081 -0.56948 0.20
N 0.08662 -0.87807 0.27408 0.19
H 1.66039 0.43859 2.44591 0.11
H -2.85306 0.87367 -0.58390 0.12
H -2.75812 -0.41016 0.79050 0.13
H -2.88161 -0.67391 -0.96655 0.08
H 2.81596 -0.74867 -0.13237 0.04
H 1.05004 0.17016 1.91464 0.04
H 2.85069 0.39071 -1.55493 0.14
H -0.17346 1.74534 -1.07633 0.18
H 0.26329 -1.64143 0.84234 0.14
```

#2
A 2-piece molecular cluster, C4H9N2 overall, computed with ωB97M-V/def2-TZVPD.

The value obtained for the HOMO-LUMO gap is 10.1051 eV. The HOMO energy is -14.0 eV. As for the net charge: +1. Its LUMO energy is -3.92 eV.

Structure (XYZ):
```
15
Properties=species:S:1:pos:R:3:lowdin_charge:R:1
C 0.01789 0.85406 1.82113 -0.15
C 0.55644 -0.19507 1.95385 0.05
C -0.53959 2.23867 1.74806 -0.06
C 0.59085 -0.98929 -1.44982 -0.19
N 0.62670 -1.46921 -2.71174 0.13
N -0.27955 -1.23099 -0.56714 0.19
H -1.43488 2.46631 1.23562 0.06
H 0.21638 3.00048 1.66101 0.08
H -0.81516 2.36758 2.88568 0.13
H 1.60823 -0.85362 -1.11953 0.16
H 1.56069 -1.80869 -3.10716 0.17
H -0.15542 -1.65525 -3.38784 0.15
H -1.22568 -1.47349 -0.77950 0.14
H -0.08139 -1.00338 0.46964 0.07
H 1.23559 -0.98432 2.18321 0.07
```

Most stable to least stable, the ends of the list are #2 and #1.

#1
An isolated ion of composition C4H9N2 and charge +1, computed with ωB97M-V/def2-TZVPD.

The value obtained for the HOMO-LUMO gap is 9.2052 eV. The HOMO energy is -13.3 eV. As for the net charge: +1. Its LUMO energy is -4.10 eV. The SMILES is [H]/N=C1/[C@@H](C)[C@@H]1[NH3+].

Structure (XYZ):
```
15
Properties=species:S:1:pos:R:3:lowdin_charge:R:1
H 2.60112 0.83361 -1.46383 0.13
N 2.19168 1.05407 -0.47585 0.18
C 1.08999 0.53123 -0.32438 -0.26
C -0.16048 0.20526 0.78046 -0.20
C -1.03577 1.27041 1.38249 -0.07
C -0.13173 -0.18347 -0.70150 -0.13
N -0.07362 -1.81332 -1.02572 0.23
H 0.24410 -0.43880 1.58259 0.14
H -2.07527 1.15724 1.05961 0.08
H -0.49531 2.27378 1.26161 0.12
H -0.98070 0.94525 2.45333 0.09
H -0.86866 0.45117 -1.33412 0.19
H 0.09344 -2.11814 -0.06861 0.14
H 0.62744 -2.04646 -1.74249 0.16
H -1.02622 -2.12183 -1.38359 0.19
```

#2
An isolated ion of composition C4H9N2 and charge +1, computed with ωB97M-V/def2-TZVPD.

The value obtained for the HOMO-LUMO gap (alpha / beta) is 8.5839 / 8.5820 eV. The HOMO energy (alpha / beta) is -13.3 / -13.3 eV. As for the net charge: +1. Its LUMO energy (alpha / beta) is -4.70 / -4.71 eV.

Structure (XYZ):
```
15
Properties=species:S:1:pos:R:3:lowdin_charge:R:1
C -1.04218 1.13087 0.18996 0.00
C -1.98121 -0.98518 0.44280 0.14
C 1.46973 -0.63045 0.22029 -0.06
C 1.15712 0.60946 -0.59922 -0.19
N -1.78539 0.07959 -0.23866 0.05
N 0.16957 1.42033 0.04969 0.08
H -2.83486 -1.57141 0.30280 0.10
H -1.26319 -1.22954 1.26251 0.14
H 0.90510 -1.49288 -0.04002 0.07
H 2.50531 -0.92758 0.13961 0.09
H 1.49701 -0.39442 1.26097 0.08
H 0.91218 0.25475 -1.56673 0.12
H 1.95838 1.27930 -0.80528 0.12
H -2.34889 0.26217 -0.94701 0.12
H 0.68131 2.19501 0.32829 0.14
```

Most stable to least stable, the ends of the list are #1 and #2.

#1
A 2-piece molecular cluster, C4H9N2 overall, computed with ωB97M-V/def2-TZVPD.

The value obtained for the HOMO-LUMO gap is 9.9150 eV. The HOMO energy is -15.0 eV. As for the net charge: +1. Its LUMO energy is -5.10 eV.

Structure (XYZ):
```
15
Properties=species:S:1:pos:R:3:lowdin_charge:R:1
C -1.77228 0.99378 0.74419 0.03
C -0.99398 0.07992 1.19146 0.15
C -0.18182 -0.96457 -1.88097 -0.06
C 1.76769 0.29264 0.91829 -0.02
N 0.92132 -0.56524 -1.12286 0.06
N 0.65935 -0.07749 -0.04100 -0.05
H -2.62417 1.33150 1.35027 0.11
H -1.99117 1.37021 -0.27683 0.11
H -0.69593 -0.51338 1.99835 0.08
H -1.12242 -0.89626 -1.39742 0.07
H -0.12639 -0.30771 -2.68466 0.08
H -0.12427 -2.00285 -2.37732 0.15
H 1.56861 1.30085 1.20229 0.07
H 1.62227 -0.32575 1.83901 0.10
H 2.82959 0.28075 0.54869 0.12
```

#2
A 2-piece molecular cluster, C4H9N2 overall, computed with ωB97M-V/def2-TZVPD.

The value obtained for the HOMO-LUMO gap is 13.8194 eV. The HOMO energy is -16.4 eV. As for the net charge: +1. Its LUMO energy is -2.63 eV.

Structure (XYZ):
```
15
Properties=species:S:1:pos:R:3:lowdin_charge:R:1
C 2.03108 0.12529 0.08690 -0.16
C -2.15408 -0.85236 0.01499 -0.06
C -2.31799 0.52546 0.50999 -0.06
C 3.43728 -0.02631 0.08484 -0.02
N -1.50391 0.25751 -0.67066 0.04
N 0.89767 0.27281 0.04586 0.21
H -1.48784 -1.53115 0.52593 0.13
H -2.98287 -1.33218 -0.49110 0.13
H -3.26219 1.02979 0.36209 0.13
H -1.76988 0.84537 1.38386 0.13
H 3.91066 0.91466 0.36535 0.11
H 3.73811 -0.80484 0.78434 0.11
H 3.75838 -0.29933 -0.92207 0.11
H -0.43929 0.33307 -0.49957 0.02
H -1.85512 0.54222 -1.58075 0.18
```

Most stable to least stable, the ends of the list are #2 and #1.